Entry 1:
Molecular formula: C14H21IrN8O2P
Method: DFT, ωB97M-V/def2-TZVPD

The geometry in ORCA input format:
```
! wB97M-V def2-TZVPD RIJCOSX def2/J DEFGRID3
* xyz 4 2
Ir 0.61 -1.01 0.11
C -1.96 -3.79 -3.95
N -1.44 -3.45 -2.62
C -1.78 -4.10 -1.48
C -1.13 -3.49 -0.45
N -0.38 -2.47 -0.97
C -0.58 -2.46 -2.29
P 0.11 -1.28 -3.47
C -0.58 0.16 -2.54
N -0.43 0.34 -1.20
C -1.04 1.47 -0.87
C -1.61 2.04 -2.07
N -1.31 1.22 -3.06
C -1.68 1.38 -4.48
C 1.74 -1.07 -2.72
N 2.02 -1.04 -1.41
C 3.35 -0.81 -1.27
C 3.89 -0.71 -2.52
N 2.88 -0.87 -3.41
C 3.05 -0.80 -4.87
H -2.05 -4.87 -4.04
H -1.30 -3.42 -4.74
H -2.95 -3.36 -4.09
H -2.47 -4.94 -1.46
H -1.15 -3.75 0.60
H -1.08 1.86 0.14
H -2.17 2.96 -2.19
H -2.23 2.32 -4.60
H -2.32 0.56 -4.80
H -0.80 1.42 -5.11
H 3.86 -0.75 -0.32
H 4.92 -0.53 -2.81
H 4.01 -1.23 -5.14
H 3.06 0.24 -5.19
H 2.25 -1.33 -5.38
C 1.03 -0.01 5.42
O 0.48 0.18 4.08
C 0.78 -0.47 3.03
O 0.32 -0.07 1.91
N 1.53 -1.58 3.04
N 1.77 -2.18 1.79
H 1.28 0.98 5.79
H 1.89 -0.66 5.47
H 0.22 -0.36 6.06
H 1.89 -2.02 3.87
H 1.47 -3.16 1.82
H 2.77 -2.20 1.60
*
```

- electronic energy (a.u.) = -1578.67431
- E_LUMO (spin up / spin down) (eV) = -16.02 / -17.45
- gap between HOMO and LUMO (spin up / spin down) (eV) = 4.98 / 3.54

***

Entry 2:
Molecular formula: C38H53CsN5O4P3S4
Method: DFT, ωB97M-V/def2-TZVPD

The geometry in ORCA input format:
```
! wB97M-V def2-TZVPD RIJCOSX def2/J DEFGRID3
* xyz -2 1
Cs 1.19 -1.02 0.51
C 3.06 1.59 2.76
O 1.68 1.86 2.58
C 1.10 2.78 3.40
C 1.83 3.71 4.13
C 1.16 4.65 4.92
C -0.22 4.66 4.97
C -0.94 3.71 4.25
C -0.30 2.78 3.46
N -0.96 1.72 2.74
N -2.21 1.84 2.73
C -2.97 0.83 2.14
C -2.42 -0.35 1.54
O -1.24 -0.48 1.13
C -3.35 -1.48 1.42
C -4.68 -1.33 1.60
C -5.26 -0.06 1.96
C -6.65 0.10 2.05
C -7.20 1.30 2.42
C -6.34 2.38 2.71
C -4.98 2.23 2.64
C -4.38 1.01 2.26
H 3.29 1.40 3.81
H 3.68 2.42 2.39
H 3.28 0.70 2.18
H 2.91 3.71 4.09
H 1.74 5.37 5.48
H -0.74 5.38 5.59
H -2.02 3.67 4.30
H -2.91 -2.43 1.15
H -5.35 -2.18 1.48
H -7.28 -0.75 1.82
H -8.28 1.42 2.48
H -6.76 3.33 3.00
H -4.33 3.07 2.87
O 0.03 -7.99 -0.96
C 0.57 -6.95 -0.62
S 1.67 -6.03 -1.62
C 2.10 -4.76 -0.47
C 1.53 -4.85 0.76
S 1.65 -3.80 2.17
S 0.45 -6.24 0.97
S 3.17 -3.52 -1.16
C 5.18 -3.99 1.89
P 4.73 -2.25 1.51
C 5.47 -1.51 3.07
C 6.14 -1.81 0.37
C 6.14 -0.34 -0.06
P 4.47 0.32 -0.52
C 4.97 2.06 -0.88
C 4.32 -0.27 -2.26
H 4.86 -4.62 1.05
H 4.62 -4.30 2.77
H 6.26 -4.09 2.05
H 6.45 -1.93 3.33
H 4.78 -1.69 3.90
H 5.58 -0.43 2.96
H 6.02 -2.46 -0.51
H 7.10 -2.07 0.84
H 6.83 -0.16 -0.90
H 6.49 0.28 0.77
H 5.78 2.12 -1.61
H 5.29 2.55 0.04
H 4.11 2.61 -1.26
H 5.19 0.03 -2.85
H 3.42 0.16 -2.70
H 4.21 -1.35 -2.30
O 0.43 0.31 -1.58
P -0.95 0.42 -2.15
N -0.81 1.11 -3.67
C 0.38 0.78 -4.46
C -0.08 -0.38 -5.34
C -1.52 -0.01 -5.69
C -1.95 0.99 -4.59
N -1.66 -1.09 -2.30
C -3.09 -1.35 -2.13
C -3.20 -2.86 -2.25
C -1.89 -3.40 -1.67
C -0.90 -2.24 -1.73
N -1.91 1.37 -1.24
C -1.20 2.50 -0.59
C -2.25 3.60 -0.44
C -3.28 3.26 -1.51
C -3.32 1.75 -1.44
H 1.21 0.54 -3.81
H 0.65 1.65 -5.07
H -0.06 -1.30 -4.75
H 0.55 -0.53 -6.22
H -2.18 -0.88 -5.73
H -1.58 0.48 -6.67
H -2.84 0.64 -4.06
H -2.19 1.97 -5.02
H -3.68 -0.86 -2.91
H -3.45 -1.00 -1.16
H -3.30 -3.14 -3.30
H -4.08 -3.24 -1.72
H -1.53 -4.26 -2.23
H -2.02 -3.74 -0.64
H -0.03 -2.45 -2.36
H -0.52 -2.02 -0.73
H -0.36 2.82 -1.21
H -0.80 2.16 0.36
H -1.81 4.60 -0.57
H -2.69 3.56 0.55
H -2.93 3.58 -2.49
H -4.26 3.71 -1.32
H -3.76 1.27 -2.31
H -3.90 1.43 -0.56
*
```

- electronic energy (a.u.) = -4691.64923
- E_LUMO (eV) = 3.46
- energy relative to the best compared isomer or geometry (same formula, charge and spin) (kcal/mol) = 42.4
- gap between HOMO and LUMO (eV) = 4.02

***

Entry 3:
Molecular formula: C38H35ClN2NiSi2
Method: DFT, ωB97M-V/def2-TZVPD

The geometry in ORCA input format:
```
! wB97M-V def2-TZVPD RIJCOSX def2/J DEFGRID3
* xyz 0 3
C 3.75 -0.56 3.43
C 3.76 -0.49 2.00
C 2.98 0.66 1.61
H 4.30 -1.13 1.32
C 2.50 1.28 2.82
C 2.96 0.51 3.93
H 2.79 0.76 4.98
H 4.32 -1.27 4.03
H 2.85 1.04 0.62
H 1.94 2.20 2.87
Ni 1.76 -0.62 2.58
Si 0.34 2.35 -2.26
C -0.47 1.17 -3.52
C -1.87 1.09 -3.65
H -2.52 1.65 -2.96
C -2.46 0.35 -4.68
H -3.55 0.28 -4.74
C -1.67 -0.32 -5.61
H -2.13 -0.91 -6.41
C -0.28 -0.23 -5.51
H 0.35 -0.76 -6.23
C 0.31 0.50 -4.47
H 1.40 0.58 -4.41
C -0.77 3.86 -2.56
C -0.54 4.69 -3.68
H 0.32 4.50 -4.33
C -1.42 5.75 -3.96
H -1.24 6.39 -4.83
C -2.52 5.99 -3.12
H -3.19 6.82 -3.34
C -2.74 5.17 -2.01
H -3.59 5.35 -1.35
C -1.86 4.12 -1.73
H -2.05 3.49 -0.85
H 1.70 2.65 -2.73
Si -2.30 -0.22 -0.30
C -1.17 1.28 0.09
C 0.19 1.57 -0.51
H 0.81 0.66 -0.68
C 0.97 2.65 0.10
H 1.97 2.87 -0.31
C 0.45 3.42 1.13
H 1.04 4.26 1.50
C -0.78 3.12 1.69
H -1.14 3.68 2.56
C -1.56 2.07 1.17
H -2.53 1.89 1.66
C -1.07 -1.35 -1.20
C 0.26 -1.50 -0.76
H 0.56 -1.02 0.18
C 1.23 -2.13 -1.52
H 2.29 -2.10 -1.22
C 0.86 -2.76 -2.71
H 1.61 -3.26 -3.34
C -0.49 -2.74 -3.10
H -0.79 -3.22 -4.04
C -1.45 -2.06 -2.34
H -2.49 -2.04 -2.67
H -3.68 -0.18 -0.68
Cl -2.26 -1.15 1.58
N 1.68 -3.11 1.51
C 1.18 -3.86 2.54
C 1.24 -5.26 2.52
C 0.57 -6.00 3.50
C -0.15 -5.37 4.50
C -0.17 -3.95 4.60
C -0.89 -3.26 5.60
C -0.81 -1.88 5.66
C -0.03 -1.18 4.73
N 0.63 -1.79 3.70
C 0.56 -3.18 3.64
H 2.00 -3.57 0.67
H 1.26 -2.19 1.39
H 1.79 -5.76 1.72
H 0.60 -7.09 3.47
H -0.72 -5.93 5.24
H -1.48 -3.84 6.31
H -1.34 -1.32 6.42
H 0.07 -0.09 4.78
*
```

- electronic energy (a.u.) = -4125.99165
- E_LUMO (spin up / spin down) (eV) = -0.09 / -0.34
- energy relative to the best compared isomer or geometry (same formula, charge and spin) (kcal/mol) = 39.9
- gap between HOMO and LUMO (spin up / spin down) (eV) = 6.34 / 6.02

***

Entry 4:
Molecular formula: BH22O9
Method: DFT, ωB97M-V/def2-TZVPD

The geometry in ORCA input format:
```
! wB97M-V def2-TZVPD RIJCOSX def2/J DEFGRID3
* xyz -1 1
B -0.06 0.17 0.26
H 0.08 0.34 -0.93
H -0.66 -0.95 0.31
H 1.08 0.03 0.81
H -0.82 1.02 0.76
O 2.84 1.04 -2.55
H 2.44 1.24 -1.85
H 3.73 1.46 -2.74
O -3.17 -1.04 -0.87
H -2.90 -1.74 -1.59
H -2.47 -1.13 -0.25
O -3.55 1.85 -0.36
H -2.45 2.00 -0.49
H -3.76 1.05 -0.60
O -0.30 -0.42 -3.92
H 0.60 -0.43 -4.16
H -0.39 -0.48 -3.07
O 2.86 1.78 2.42
H 2.51 1.49 3.29
H 2.27 1.20 2.03
O -0.79 -0.42 3.91
H -1.05 -0.19 3.01
H 0.01 0.02 4.29
O 0.98 -3.14 -1.73
H 0.70 -2.21 -1.42
H 1.64 -2.58 -2.38
O 1.17 3.06 -0.45
H 0.59 2.23 -0.31
H 0.84 3.46 0.42
O -0.35 -3.06 2.91
H -0.82 -3.33 2.08
H -0.81 -2.29 3.16
*
```

- electronic energy (a.u.) = -715.10069
- E_LUMO (eV) = 2.71
- energy relative to the best compared isomer or geometry (same formula, charge and spin) (kcal/mol) = 88.7
- gap between HOMO and LUMO (eV) = 9.58

***

Entry 5:
Molecular formula: C35H41N9PPb
Method: DFT, ωB97M-V/def2-TZVPD

The geometry in ORCA input format:
```
! wB97M-V def2-TZVPD RIJCOSX def2/J DEFGRID3
* xyz 1 1
Pb -0.24 -0.09 0.22
C -3.24 6.22 0.48
C -3.06 5.27 1.48
C -2.12 4.27 1.31
C -1.34 4.21 0.16
C -1.52 5.17 -0.83
C -2.47 6.17 -0.67
P -0.17 2.82 0.03
C 0.53 2.97 -1.65
C -0.26 2.54 -2.72
C 0.23 2.56 -4.02
C 1.53 2.98 -4.26
C 2.33 3.40 -3.20
C 1.83 3.40 -1.90
C 1.19 3.23 1.14
C 1.53 4.53 1.41
C 2.60 4.84 2.27
C 3.32 3.83 2.83
C 3.02 2.47 2.57
C 3.81 1.45 3.14
C 3.52 0.14 2.89
C 2.40 -0.19 2.09
C 1.57 0.75 1.53
C 1.91 2.14 1.74
H -3.98 7.01 0.61
H -3.65 5.31 2.38
H -1.97 3.53 2.10
H -0.92 5.15 -1.73
H -2.60 6.92 -1.44
H -1.27 2.18 -2.53
H -0.40 2.24 -4.84
H 1.92 2.99 -5.27
H 3.34 3.74 -3.39
H 2.45 3.74 -1.08
H 0.96 5.34 0.95
H 2.84 5.88 2.48
H 4.16 4.06 3.49
H 4.65 1.72 3.76
H 4.14 -0.65 3.30
H 2.19 -1.25 1.95
N -2.26 -0.28 -2.50
C -3.32 -1.10 -1.89
C -4.42 -0.22 -1.31
C -4.37 0.07 0.18
N -3.23 0.92 0.56
H -2.64 0.23 -3.29
H -1.53 -0.88 -2.87
H -2.87 -1.71 -1.10
H -3.76 -1.79 -2.61
H -5.40 -0.67 -1.50
H -4.42 0.73 -1.86
H -4.28 -0.87 0.74
H -5.33 0.51 0.46
H -3.38 1.27 1.50
H -3.21 1.75 -0.03
N -0.33 -1.36 3.60
N -1.27 -0.88 2.63
H -0.70 -1.28 4.54
H 0.50 -0.78 3.53
H -1.80 -0.07 2.96
H -1.92 -1.62 2.42
N 1.87 -0.50 -2.76
N 1.94 0.00 -1.42
H 2.74 -0.29 -3.26
H 1.13 0.01 -3.23
H 2.30 0.96 -1.38
H 2.57 -0.58 -0.88
N 4.41 -8.89 -5.01
C 3.93 -8.15 -4.27
C 3.33 -7.23 -3.35
C 3.18 -5.89 -3.70
C 2.61 -5.00 -2.80
C 2.19 -5.44 -1.55
C 2.34 -6.78 -1.21
C 2.91 -7.67 -2.10
N 1.61 -4.52 -0.63
C 1.28 -4.76 0.69
C 0.76 -3.60 1.17
N 0.76 -2.65 0.17
C 1.28 -3.23 -0.89
H 3.50 -5.55 -4.67
H 2.51 -3.96 -3.09
H 2.00 -7.14 -0.25
H 3.02 -8.71 -1.83
H 1.44 -5.71 1.17
H 0.41 -3.38 2.16
H 1.43 -2.74 -1.83
*
```

- electronic energy (a.u.) = -2385.10194
- E_LUMO (eV) = -1.99
- gap between HOMO and LUMO (eV) = 8.32